[1]
The following is a DFT calculation (wB97M-V/def2-TZVPD) of a molecular structure, C60H55BrFI3N3O37P2 at a distorted geometry.

XYZ file:
```
162
C60H55BrFI3N3O37P2, DFT wB97M-V/def2-TZVPD
C -6.807 -4.974 -2.956
C -6.899 -6.296 -2.002
I -8.424 -7.777 -2.496
C -6.045 -6.539 -0.819
I -6.406 -8.424 0.324
P -4.682 -5.335 -0.190
F -4.466 -6.590 1.054
C -3.391 -6.313 -1.233
C -2.250 -5.417 -1.966
N -1.088 -5.000 -1.065
N -1.615 -6.340 -3.030
N -2.728 -4.206 -2.729
O -6.059 -4.526 0.597
C -5.590 -3.160 0.969
P -5.736 -1.730 -0.274
O -4.754 -0.345 0.142
Br -7.892 -0.889 -0.175
C -4.171 -3.475 1.749
I -4.993 -4.376 3.625
C -3.263 -2.217 2.286
C -2.468 -2.472 3.694
C -1.104 -1.512 3.848
C -1.504 0.072 3.723
O -0.335 0.851 4.192
C -0.451 2.170 3.533
O -1.195 3.187 4.025
O -3.512 -4.444 0.807
H -7.173 -5.333 -4.036
H -5.739 -4.535 -3.129
H -7.615 -4.156 -2.636
H -4.842 -4.298 -1.169
H -3.975 -6.964 -2.038
H -2.841 -7.094 -0.538
H -1.143 -3.959 -0.889
H -0.238 -5.163 -1.646
H -1.102 -7.125 -2.578
H -1.018 -5.775 -3.672
H -1.952 -3.781 -3.314
H -2.970 -3.450 -2.020
H -6.293 -2.797 1.849
H -4.828 0.264 -0.661
H -4.015 -1.306 2.453
H -2.514 -1.916 1.417
H -2.045 -3.580 3.823
H -3.134 -2.163 4.635
H -0.225 -1.862 3.158
H -0.758 -1.680 4.977
H -2.373 0.265 4.516
H -1.817 0.342 2.627
H 0.127 2.298 2.502
C 2.239 6.852 7.256
C 1.025 7.079 6.751
C 0.374 6.105 5.832
O -0.750 6.332 5.400
C 1.124 4.891 5.472
C 2.339 4.666 5.974
C 2.978 5.627 6.914
O 4.089 5.384 7.373
O 3.050 3.529 5.637
O 0.325 8.230 7.066
H 2.723 7.551 7.927
H 0.646 4.200 4.789
H 3.898 3.596 6.129
H -0.525 8.160 6.579
C 0.885 -3.522 -6.683
C 1.288 -2.450 -7.368
C 1.124 -1.075 -6.819
O 1.522 -0.110 -7.464
C 0.477 -0.929 -5.506
C 0.071 -2.001 -4.823
C 0.259 -3.377 -5.360
O -0.108 -4.344 -4.700
O -0.541 -1.872 -3.590
O 1.874 -2.577 -8.614
H 0.999 -4.527 -7.069
H 0.348 0.076 -5.127
H -0.739 -2.789 -3.299
H 2.078 -1.661 -8.902
C -5.390 -0.603 7.599
C -6.510 -0.732 8.313
C -7.838 -0.375 7.740
O -8.851 -0.523 8.413
C -7.877 0.153 6.367
C -6.756 0.285 5.655
C -5.432 -0.097 6.218
O -4.422 0.019 5.533
O -6.785 0.784 4.365
O -6.478 -1.204 9.612
H -4.419 -0.860 8.002
H -8.846 0.425 5.970
H -5.851 0.781 4.063
H -7.413 -1.206 9.912
C 6.501 -1.180 6.355
C 5.667 -1.760 5.491
C 4.520 -1.013 4.903
O 3.781 -1.567 4.097
C 4.316 0.381 5.326
C 5.148 0.959 6.194
C 6.311 0.221 6.760
O 7.070 0.786 7.541
O 4.961 2.268 6.598
O 5.838 -3.078 5.108
H 7.340 -1.710 6.788
H 3.468 0.906 4.905
H 5.693 2.455 7.225
H 5.109 -3.263 4.476
C 6.789 4.225 2.829
C 6.456 4.684 1.621
C 5.726 5.972 1.456
O 5.451 6.376 0.332
C 5.356 6.714 2.671
C 5.686 6.254 3.879
C 6.439 4.981 4.042
O 6.744 4.592 5.165
O 5.339 6.946 5.025
O 6.779 3.978 0.476
H 7.321 3.292 2.964
H 4.810 7.640 2.537
H 5.690 6.411 5.769
H 6.432 4.517 -0.268
C -9.855 -0.185 -4.131
C -9.005 -1.105 -3.670
C -8.583 -2.259 -4.511
O -7.785 -3.078 -4.066
C -9.153 -2.373 -5.862
C -10.006 -1.455 -6.322
C -10.407 -0.287 -5.491
O -11.178 0.550 -5.948
O -10.549 -1.557 -7.590
O -8.484 -1.018 -2.392
H -10.169 0.660 -3.532
H -8.852 -3.226 -6.456
H -11.133 -0.774 -7.688
H -7.896 -1.798 -2.296
C 6.078 2.197 -4.675
C 4.887 1.595 -4.672
C 4.453 0.744 -3.530
O 3.345 0.219 -3.548
C 5.391 0.561 -2.412
C 6.583 1.160 -2.416
C 7.006 2.033 -3.545
O 8.101 2.585 -3.512
O 7.471 0.990 -1.369
O 4.011 1.742 -5.732
H 6.405 2.821 -5.497
H 5.070 -0.075 -1.596
H 8.259 1.525 -1.606
H 3.220 1.212 -5.492
C 9.250 2.823 -7.437
C 10.288 2.773 -8.274
C 10.269 3.500 -9.573
O 11.245 3.452 -10.313
C 9.056 4.256 -9.922
C 8.017 4.303 -9.087
C 8.047 3.598 -7.776
O 7.083 3.675 -7.020
O 6.873 5.009 -9.410
O 11.421 2.044 -7.963
H 9.251 2.301 -6.488
H 9.049 4.766 -10.877
H 6.268 4.891 -8.645
H 12.027 2.168 -8.725
```

Values from the calculation:
charge: -1
LUMO: -0.043 hartree

***

[2]
The following is a DFT calculation (wB97M-V/def2-TZVPD) of a molecular structure, C60H58AlNOP2Sb2.

XYZ file:
```
125
C60H58AlNOP2Sb2, DFT wB97M-V/def2-TZVPD
Al 0.436 -1.034 0.614
C -1.372 0.937 2.752
P 0.094 1.947 2.250
C -0.485 3.642 2.647
C -1.815 3.977 2.883
C -2.184 5.300 3.094
C -1.230 6.303 3.075
C 0.102 5.979 2.848
C 0.469 4.662 2.634
C 1.151 1.691 3.729
C 2.468 1.280 3.561
C 3.297 1.112 4.665
C 2.809 1.334 5.943
C 1.490 1.730 6.120
C 0.672 1.913 5.019
C -1.002 -0.479 3.077
C -1.566 -1.253 4.057
C -0.728 -2.386 4.222
C 0.296 -2.246 3.324
C 1.580 -3.006 3.367
P 2.419 -3.280 1.792
C 3.701 -2.020 1.574
C 4.618 -1.798 2.602
C 5.666 -0.913 2.426
C 5.801 -0.225 1.228
C 4.889 -0.432 0.205
C 3.846 -1.332 0.370
C 3.355 -4.819 2.002
C 3.690 -5.557 0.866
C 4.462 -6.702 0.989
C 4.910 -7.110 2.237
C 4.576 -6.381 3.368
C 3.799 -5.240 3.254
N 0.126 -1.108 2.557
H -2.128 1.025 1.968
H -1.799 1.377 3.658
H -2.577 3.213 2.885
H -3.224 5.544 3.269
H -1.520 7.333 3.239
H 0.855 6.757 2.833
H 1.509 4.419 2.451
H 2.851 1.094 2.562
H 4.324 0.814 4.523
H 3.455 1.205 6.801
H 1.104 1.905 7.115
H -0.349 2.246 5.163
H -2.438 -0.998 4.637
H -0.829 -3.171 4.954
H 1.398 -3.981 3.828
H 2.299 -2.480 4.005
H 4.535 -2.331 3.541
H 6.379 -0.758 3.224
H 6.620 0.467 1.091
H 4.989 0.097 -0.730
H 3.147 -1.497 -0.439
H 3.341 -5.230 -0.103
H 4.714 -7.277 0.108
H 5.517 -8.000 2.329
H 4.918 -6.702 4.343
H 3.536 -4.688 4.148
C -2.092 -1.808 -1.587
C -3.541 -1.311 -1.640
C -3.871 -0.170 -0.673
Sb -3.580 2.021 -0.792
C -5.401 2.335 -1.899
C -5.451 2.956 -3.143
C -6.662 3.145 -3.799
C -7.845 2.721 -3.216
C -7.814 2.113 -1.969
C -6.603 1.928 -1.319
C -2.258 3.133 -2.102
C -1.935 2.966 -3.449
C -0.947 3.731 -4.046
C -0.260 4.688 -3.308
C -0.588 4.887 -1.980
C -1.579 4.113 -1.383
Sb -0.960 -0.025 -2.151
C 1.113 0.304 -2.751
C 1.800 1.133 -1.861
C 2.954 1.801 -2.238
C 3.457 1.650 -3.523
C 2.784 0.841 -4.422
C 1.613 0.190 -4.046
C -1.618 -0.616 -4.180
C -0.981 -1.663 -4.849
C -1.465 -2.174 -6.045
C -2.627 -1.656 -6.600
C -3.299 -0.642 -5.939
C -2.799 -0.136 -4.744
H -1.947 -2.642 -2.273
H -1.838 -2.128 -0.574
H -4.189 -2.158 -1.382
H -3.809 -1.041 -2.664
H -3.407 -0.389 0.293
H -4.951 -0.141 -0.504
H -4.542 3.314 -3.609
H -6.678 3.627 -4.768
H -8.788 2.867 -3.727
H -8.734 1.791 -1.499
H -6.604 1.461 -0.339
H -2.435 2.222 -4.051
H -0.703 3.569 -5.088
H 0.526 5.270 -3.772
H -0.068 5.633 -1.393
H -1.807 4.275 -0.337
H 1.405 1.285 -0.858
H 3.449 2.457 -1.532
H 4.354 2.173 -3.827
H 3.154 0.727 -5.432
H 1.094 -0.394 -4.790
H -0.091 -2.115 -4.419
H -0.940 -2.981 -6.540
H -3.011 -2.051 -7.531
H -4.223 -0.248 -6.344
H -3.373 0.634 -4.240
C 1.459 -3.299 -1.922
O 1.969 -3.655 -0.653
C 1.250 -3.158 0.502
C -0.015 -3.988 0.709
H 0.489 -3.770 -2.109
H 2.175 -3.657 -2.661
H 1.359 -2.219 -2.016
H 0.191 -5.053 0.568
H -0.779 -3.704 -0.017
H -0.451 -3.838 1.697
```

Values from the calculation:
charge: 0
LUMO: 0.006 hartree

***

[3]
The following is a DFT calculation (wB97M-V/def2-TZVPD) of 8 unconnected molecules or ions with the total composition C60H61N2O16S at a distorted geometry.

XYZ file:
```
140
C60H61N2O16S, DFT wB97M-V/def2-TZVPD
C 4.530 -4.142 1.721
C 5.351 -2.781 2.151
O 4.513 -1.581 2.295
C 4.000 -1.105 0.990
C 3.162 0.305 1.088
N 3.241 1.154 -0.200
C 2.476 2.406 0.062
S 2.923 3.844 -1.119
C 1.368 4.506 -1.951
C 1.695 4.612 -3.557
O 2.945 0.369 -1.197
C 1.739 0.586 -1.946
C 0.328 0.096 -1.190
C -0.861 1.025 -1.912
C -0.061 -1.462 -1.531
C -0.540 -1.699 -3.109
C 1.148 -2.544 -1.234
C 4.708 1.598 -0.405
C 5.571 2.232 0.880
C 7.129 2.707 0.580
C 7.672 2.487 -0.950
N 6.919 1.945 -2.130
C 5.504 1.540 -1.837
H 5.329 -4.956 1.457
H 3.818 -4.533 2.579
H 3.851 -4.014 0.765
H 5.801 -3.000 3.234
H 6.198 -2.534 1.365
H 3.213 -1.931 0.640
H 4.853 -1.121 0.190
H 3.413 0.927 2.057
H 2.017 -0.010 1.214
H 2.853 2.813 1.122
H 1.309 2.292 0.200
H 0.469 3.794 -1.681
H 1.159 5.590 -1.551
H 2.583 5.384 -3.726
H 2.071 3.570 -3.968
H 0.729 4.947 -4.131
H 1.614 1.658 -2.457
H 1.795 -0.149 -2.890
H 0.293 0.382 -0.057
H -0.704 1.132 -3.069
H -0.887 2.053 -1.344
H -1.899 0.488 -1.681
H -0.994 -1.794 -0.874
H -1.602 -1.252 -3.342
H 0.201 -1.245 -3.894
H -0.557 -2.873 -3.320
H 2.208 -2.167 -1.574
H 0.921 -3.629 -1.679
H 1.187 -2.686 -0.052
H 5.100 2.359 1.965
H 7.842 3.175 1.407
H 8.808 2.799 -1.145
H 4.878 1.124 -2.766
C -3.280 -2.250 -7.475
C -3.191 -1.625 -6.297
C -2.302 -0.461 -6.113
O -2.218 0.111 -5.034
C -1.517 -0.013 -7.281
C -1.606 -0.638 -8.459
C -2.495 -1.802 -8.643
O -2.579 -2.374 -9.721
H -3.927 -3.105 -7.627
H -3.761 -1.940 -5.431
H -0.870 0.842 -7.129
H -1.036 -0.323 -9.324
C -1.240 0.514 4.827
C -0.658 1.091 3.771
C -1.101 0.794 2.395
O -0.568 1.320 1.428
C -2.214 -0.163 2.231
C -2.796 -0.740 3.287
C -2.352 -0.443 4.663
O -2.886 -0.968 5.631
H -0.926 0.720 5.843
H 0.159 1.795 3.875
H -2.528 -0.369 1.215
H -3.613 -1.444 3.183
C -1.005 1.678 9.262
C -1.145 2.354 10.407
C -0.077 3.241 10.908
O -0.203 3.859 11.957
C 1.151 3.353 10.096
C 1.291 2.677 8.952
C 0.223 1.790 8.450
O 0.350 1.173 7.402
H -1.778 1.023 8.880
H -2.040 2.283 11.013
H 1.925 4.008 10.478
H 2.186 2.748 8.345
C -7.549 -2.820 2.937
C -8.316 -3.856 3.292
C -7.949 -4.728 4.425
O -8.649 -5.677 4.749
C -6.704 -4.410 5.152
C -5.938 -3.374 4.797
C -6.304 -2.502 3.664
O -5.604 -1.553 3.340
H -7.804 -2.171 2.108
H -9.233 -4.101 2.769
H -6.450 -5.059 5.981
H -5.021 -3.128 5.320
C 2.653 1.086 -9.180
C 3.970 1.095 -8.952
C 4.581 2.074 -8.032
O 5.787 2.085 -7.825
C 3.681 3.042 -7.374
C 2.365 3.033 -7.602
C 1.753 2.053 -8.521
O 0.548 2.043 -8.729
H 2.189 0.374 -9.852
H 4.643 0.391 -9.427
H 4.146 3.753 -6.702
H 1.691 3.736 -7.127
C -7.196 0.243 -4.251
C -7.466 1.551 -4.191
C -7.022 2.475 -5.253
O -7.267 3.672 -5.197
C -6.270 1.898 -6.385
C -6.000 0.590 -6.446
C -6.444 -0.334 -5.383
O -6.199 -1.531 -5.439
H -7.514 -0.448 -3.481
H -8.017 1.989 -3.368
H -5.952 2.589 -7.156
H -5.448 0.152 -7.269
C 1.642 -2.591 5.842
C 1.420 -1.702 6.815
C 1.729 -2.016 8.224
O 1.524 -1.203 9.115
C 2.293 -3.349 8.516
C 2.514 -4.238 7.543
C 2.206 -3.924 6.133
O 2.410 -4.736 5.242
H 1.420 -2.377 4.803
H 1.008 -0.720 6.617
H 2.514 -3.562 9.554
H 2.927 -5.220 7.740
```

Values from the calculation:
charge: +1
LUMO: -0.136 hartree